1.
Formula: C22H20FN3O5
Source: the OMol25 dataset
Level of theory: ωB97M-V/def2-TZVPD

Last columns: bonded neighbours and bond lengths (Å).
CARTESIAN COORDINATES (ANGSTROEM)
1 C 4.391 2.719 2.750  H2 1.095, O3 1.408, H50 1.095, H51 1.089
2 H 4.731 2.927 1.730  C1 1.095
3 O 3.112 2.131 2.762  C1 1.408, C4 1.366
4 C 2.942 0.932 2.131  O3 1.366, C5 1.388, C9 1.402
5 C 3.948 0.232 1.479  C4 1.388, C6 1.386, H49 1.078
6 C 3.669 -0.980 0.866  C5 1.386, C7 1.380, H48 1.080
7 C 2.391 -1.501 0.894  C6 1.380, C8 1.385, H47 1.079
8 C 1.387 -0.807 1.548  C7 1.385, C9 1.382, H46 1.080
9 C 1.644 0.401 2.169  C4 1.402, C8 1.382, C10 1.510
10 C 0.566 1.152 2.914  C9 1.510, O11 1.413, H44 1.095, H45 1.096
11 O -0.733 0.684 2.612  C10 1.413, N12 1.392
12 N -1.295 1.416 1.569  O11 1.392, C13 1.267
13 C -2.164 0.782 0.900  N12 1.267, N14 1.370, H43 1.091
14 N -2.873 1.413 -0.088  C13 1.370, C15 1.373, H42 1.013
15 C -3.457 0.805 -1.172  N14 1.373, O16 1.211, C17 1.493
16 O -4.087 1.449 -1.982  C15 1.211
17 C -3.173 -0.655 -1.305  C15 1.493, C18 1.395, C22 1.421
18 C -4.100 -1.696 -1.341  C17 1.395, C19 1.409, O37 1.340
19 C -3.618 -2.998 -1.587  C18 1.409, C20 1.369, H36 1.076
20 C -2.276 -3.192 -1.777  C19 1.369, N21 1.330, H35 1.081
21 N -1.380 -2.209 -1.752  C20 1.330, C22 1.313
22 C -1.811 -0.988 -1.533  C17 1.421, N21 1.313, O23 1.345
23 O -0.968 0.060 -1.488  C22 1.345, C24 1.375
24 C 0.393 0.015 -1.679  O23 1.375, C25 1.395, C29 1.388
25 C 1.067 1.130 -1.182  C24 1.395, C26 1.378, H34 1.078
26 C 2.430 1.251 -1.351  C25 1.378, C27 1.384, H33 1.078
27 C 3.108 0.245 -2.016  C26 1.384, C28 1.381, F32 1.351
28 C 2.456 -0.865 -2.516  C27 1.381, C29 1.384, H31 1.078
29 C 1.086 -0.982 -2.351  C24 1.388, C28 1.384, H30 1.076
30 H 0.562 -1.842 -2.731  C29 1.076
31 H 3.015 -1.629 -3.032  C28 1.078
32 F 4.445 0.352 -2.177  C27 1.351
33 H 2.966 2.107 -0.974  C26 1.078
34 H 0.504 1.887 -0.661  C25 1.078
35 H -1.867 -4.176 -1.959  C20 1.081
36 H -4.323 -3.811 -1.613  C19 1.076
37 O -5.419 -1.629 -1.112  C18 1.340, C38 1.411
38 C -6.054 -0.407 -0.801  O37 1.411, H39 1.092, H40 1.094, H41 1.089
39 H -6.029 0.287 -1.644  C38 1.092
40 H -5.596 0.069 0.071  C38 1.094
41 H -7.085 -0.671 -0.570  C38 1.089
42 H -2.807 2.424 -0.122  N14 1.013
43 H -2.419 -0.264 1.083  C13 1.091
44 H 0.638 2.222 2.697  C10 1.095
45 H 0.692 1.005 3.992  C10 1.096
46 H 0.386 -1.209 1.585  C8 1.080
47 H 2.172 -2.442 0.413  C7 1.079
48 H 4.464 -1.510 0.365  C6 1.080
49 H 4.953 0.618 1.438  C5 1.078
50 H 5.129 2.089 3.257  C1 1.095
51 H 4.287 3.658 3.292  C1 1.089

Values from the calculation:
E_LUMO = 0.66 eV
energy = -1490.61284 Eh
maximum force = 1.32 eV Å⁻¹
SMILES = COc1ccccc1CO/N=C/NC(=O)c1c(OC)ccnc1Oc1ccc(F)cc1

---

2.
Formula: C22H20FN5O
Source: the OMol25 dataset
Level of theory: ωB97M-V/def2-TZVPD

Last columns: bonded neighbours and bond lengths (Å).
CARTESIAN COORDINATES (ANGSTROEM)
1 O 3.457 -1.604 -0.073  C5 1.231
2 F 8.997 1.980 0.680  C17 1.420
3 N -2.598 -2.754 -1.071  C6 1.309, N26 1.350
4 N -5.204 0.259 2.272  C7 1.308, C8 1.378
5 C 2.960 -0.678 -0.714  O1 1.231, C18 1.466, N25 1.374
6 C -1.380 -3.202 -0.906  N3 1.309, C19 1.431, H30 1.097
7 C -5.372 1.546 2.111  N4 1.308, C9 1.352, C27 1.483
8 C -4.624 -0.521 1.294  N4 1.378, C23 1.439, C28 1.450
9 C -4.887 2.200 1.032  C7 1.352, C16 1.420, H31 1.114
10 C 6.530 2.266 0.584  C14 1.424, C17 1.477, H32 1.087
11 C 0.793 0.369 -1.459  C15 1.367, C18 1.440, H33 1.099
12 C 0.909 -2.001 -0.875  C18 1.391, C19 1.387, H34 1.068
13 C 7.491 0.231 -0.257  C17 1.369, C20 1.398, H35 1.048
14 C 5.278 1.893 0.017  C10 1.424, C21 1.384, H36 1.143
15 C -0.568 0.279 -1.540  C11 1.367, C22 1.453, H37 1.076
16 C -4.366 1.436 -0.045  C9 1.420, C23 1.347, H38 1.106
17 C 7.729 1.435 0.350  F2 1.420, C10 1.477, C13 1.369
18 C 1.566 -0.806 -1.151  C5 1.466, C11 1.440, C12 1.391
19 C -0.467 -2.105 -1.011  C6 1.431, C12 1.387, C22 1.350
20 C 6.217 -0.189 -0.652  C13 1.398, C21 1.374, N24 1.451
21 C 5.127 0.642 -0.557  C14 1.384, C20 1.374, N25 1.424
22 C -1.197 -1.013 -1.319  C15 1.453, C19 1.350, N26 1.411
23 C -4.309 0.093 0.031  C8 1.439, C16 1.347, C29 1.514
24 N 6.062 -1.516 -1.218  C20 1.451, H39 1.071, H40 1.026
25 N 3.777 0.404 -0.939  C5 1.374, C21 1.424, H41 0.999
26 N -2.546 -1.424 -1.295  N3 1.350, C22 1.411, C29 1.539
27 C -6.012 2.399 3.142  C7 1.483, H42 1.036, H43 1.087, H44 1.111
28 C -4.539 -1.958 1.471  C8 1.450, H45 1.123, H46 1.092, H47 1.056
29 C -3.902 -0.705 -1.190  C23 1.514, N26 1.539, H48 1.064, H49 1.070
30 H -1.096 -4.235 -0.670  C6 1.097
31 H -5.127 3.270 0.841  C9 1.114
32 H 6.576 3.261 1.018  C10 1.087
33 H 1.283 1.284 -1.822  C11 1.099
34 H 1.583 -2.816 -0.719  C12 1.068
35 H 8.299 -0.424 -0.381  C13 1.048
36 H 4.508 2.724 0.163  C14 1.143
37 H -1.222 1.104 -1.761  C15 1.076
38 H -4.107 2.076 -0.910  C16 1.106
39 H 6.853 -2.229 -1.322  N24 1.071
40 H 5.119 -1.806 -0.938  N24 1.026
41 H 3.428 1.160 -1.492  N25 0.999
42 H -6.436 1.981 3.989  C27 1.036
43 H -5.287 3.130 3.490  C27 1.087
44 H -6.814 2.990 2.651  C27 1.111
45 H -5.054 -2.119 2.456  C28 1.123
46 H -3.593 -2.489 1.351  C28 1.092
47 H -5.166 -2.424 0.760  C28 1.056
48 H -3.989 0.004 -1.979  C29 1.064
49 H -4.682 -1.396 -1.435  C29 1.070

Values from the calculation:
E_LUMO = 0.31 eV
energy = -1299.17300 Eh
maximum force = 3.85 eV Å⁻¹
energy relative to the best compared isomer or geometry (same formula, charge and spin) = 2.1375 eV
SMILES = Cc1ccc(Cn2ncc3cc(C(=O)Nc4ccc(F)cc4N)ccc32)c(C)n1

---

3.
Formula: C22H20N5O3
Source: the OMol25 dataset
Level of theory: ωB97M-V/def2-TZVPD

Last columns: bonded neighbours and bond lengths (Å).
CARTESIAN COORDINATES (ANGSTROEM)
1 O -1.226 2.434 1.461  C5 1.219
2 N -0.586 1.400 -1.860  C6 1.312, C20 1.433
3 O 1.903 -2.584 3.986  C21 1.392, C22 1.362
4 O 1.468 2.114 2.085  N28 1.370, H31 1.004
5 C -0.522 1.886 0.631  O1 1.219, C6 1.472, N28 1.432
6 C -1.091 1.826 -0.726  N2 1.312, C5 1.472, N27 1.433
7 C -4.926 2.346 -5.383  C23 1.462, N26 1.366, N29 1.350
8 C 5.832 -2.747 5.244  C9 1.399, C10 1.372, H32 1.129
9 C 4.851 -3.017 6.205  C8 1.399, C13 1.455, H33 1.093
10 C 5.694 -2.643 3.884  C8 1.372, C14 1.411, H34 1.067
11 C -0.122 -2.581 0.932  C15 1.380, C18 1.435, H35 1.067
12 C -1.403 1.473 -4.274  C16 1.411, C20 1.351, H36 1.113
13 C 3.519 -2.973 5.622  C9 1.455, C21 1.402, H37 1.059
14 C 4.367 -2.550 3.413  C10 1.411, C21 1.435, H38 1.068
15 C 0.376 -2.828 2.195  C11 1.380, C22 1.369, H39 1.066
16 C -2.470 1.804 -5.136  C12 1.411, C23 1.471, H40 1.033
17 C -3.758 2.310 -3.087  C23 1.451, C24 1.311, H41 1.106
18 C 0.352 -1.353 0.360  C11 1.435, C25 1.370, H42 1.103
19 C 1.822 -0.945 2.244  C22 1.388, C25 1.439, H43 1.059
20 C -1.487 1.673 -2.940  N2 1.433, C12 1.351, C24 1.410
21 C 3.253 -2.529 4.319  O3 1.392, C13 1.402, C14 1.435
22 C 1.361 -2.117 2.827  O3 1.362, C15 1.369, C19 1.388
23 C -3.739 2.243 -4.536  C7 1.462, C16 1.471, C17 1.451
24 C -2.676 2.162 -2.361  C17 1.311, C20 1.410, N27 1.399
25 C 1.266 -0.542 0.980  C18 1.370, C19 1.439, C30 1.498
26 N -4.803 2.156 -6.730  C7 1.366, H44 1.018, H45 1.012
27 N -2.450 2.204 -0.981  C6 1.433, C24 1.399, H46 1.026
28 N 0.877 1.751 0.903  O4 1.370, C5 1.432, C30 1.461
29 N -6.169 2.369 -4.858  C7 1.350, H47 1.037, H48 1.014
30 C 1.653 0.705 0.243  C25 1.498, N28 1.461, H49 1.129, H50 1.101
31 H 0.820 2.093 2.852  O4 1.004
32 H 6.864 -2.854 5.692  C8 1.129
33 H 4.938 -3.409 7.221  C9 1.093
34 H 6.527 -2.536 3.225  C10 1.067
35 H -0.769 -3.228 0.384  C11 1.067
36 H -0.441 1.110 -4.698  C12 1.113
37 H 2.760 -3.270 6.298  C13 1.059
38 H 4.054 -2.627 2.394  C14 1.068
39 H -0.120 -3.632 2.689  C15 1.066
40 H -2.308 1.690 -6.150  C16 1.033
41 H -4.640 2.470 -2.441  C17 1.106
42 H -0.056 -1.118 -0.638  C18 1.103
43 H 2.588 -0.395 2.727  C19 1.059
44 H -3.861 2.290 -7.094  N26 1.018
45 H -5.364 1.477 -7.227  N26 1.012
46 H -3.260 2.225 -0.352  N27 1.026
47 H -7.039 2.307 -5.419  N29 1.037
48 H -6.184 2.408 -3.844  N29 1.014
49 H 2.712 0.914 0.571  C30 1.129
50 H 1.615 0.636 -0.855  C30 1.101

Values from the calculation:
E_LUMO = -4.66 eV
energy = -1349.49826 Eh
charge = +1
maximum force = 4.81 eV Å⁻¹
energy relative to the best compared isomer or geometry (same formula, charge and spin) = 2.4206 eV
SMILES = NC(=[NH2+])c1ccc2nc(C(=O)N(O)Cc3cccc(Oc4ccccc4)c3)[nH]c2c1

---

4.
Formula: C22H20NO4
Source: the OMol25 dataset
Level of theory: ωB97M-V/def2-TZVPD

Last columns: bonded neighbours and bond lengths (Å).
CARTESIAN COORDINATES (ANGSTROEM)
1 C -2.864 0.763 -2.157  C2 1.497, H11 1.096, H12 1.101, H13 1.103
2 C -2.253 0.491 -0.818  C1 1.497, C3 1.405, C5 1.452
3 C -2.830 -0.521 -0.034  C2 1.405, N4 1.179
4 N -3.313 -1.408 0.575  C3 1.179
5 C -1.505 1.529 -0.131  C2 1.452, C6 1.425, C10 1.420
6 C -0.808 2.528 -0.872  C5 1.425, C7 1.391, H14 1.094
7 C -0.084 3.521 -0.220  C6 1.391, C8 1.401, H15 1.091
8 C -0.056 3.575 1.180  C7 1.401, C9 1.400, H16 1.091
9 C -0.735 2.605 1.925  C8 1.400, C10 1.393, H17 1.091
10 C -1.434 1.582 1.286  C5 1.420, C9 1.393, H18 1.094
11 H -2.719 1.804 -2.468  C1 1.096
12 H -2.429 0.096 -2.917  C1 1.101
13 H -3.945 0.546 -2.120  C1 1.103
14 H -0.838 2.494 -1.965  C6 1.094
15 H 0.459 4.262 -0.809  C7 1.091
16 H 0.497 4.366 1.689  C8 1.091
17 H -0.727 2.639 3.015  C9 1.091
18 H -1.953 0.820 1.874  C10 1.094
19 C -2.897 -4.899 -3.067  C20 1.517, H36 1.096, H37 1.097, H38 1.097
20 C -1.650 -4.757 -3.920  C19 1.517, C21 1.531, O22 1.445, O35 1.439
21 C -1.637 -5.770 -5.069  C20 1.531, H39 1.094, H40 1.093, H41 1.094
22 O -1.568 -3.449 -4.528  C20 1.445, C23 1.367
23 C -1.295 -2.394 -3.702  O22 1.367, O24 1.216, C25 1.486
24 O -1.418 -1.263 -4.131  C23 1.216
25 C -0.786 -2.699 -2.339  C23 1.486, C26 1.371, C33 1.502
26 C -0.618 -1.654 -1.467  C25 1.371, C27 1.459, H42 1.089
27 C -0.004 -1.818 -0.153  C26 1.459, C28 1.415, C32 1.410
28 C -0.307 -2.930 0.667  C27 1.415, C29 1.392, H43 1.092
29 C 0.313 -3.084 1.905  C28 1.392, C30 1.401, H44 1.092
30 C 1.239 -2.133 2.352  C29 1.401, C31 1.401, H45 1.091
31 C 1.525 -1.011 1.563  C30 1.401, C32 1.392, H46 1.092
32 C 0.914 -0.858 0.321  C27 1.410, C31 1.392, H47 1.095
33 C -0.107 -4.034 -2.222  C25 1.502, O34 1.210, O35 1.376
34 O 0.771 -4.306 -1.434  C33 1.210
35 O -0.457 -4.989 -3.149  C20 1.439, C33 1.376
36 H -2.907 -4.189 -2.234  C19 1.096
37 H -3.780 -4.739 -3.698  C19 1.097
38 H -2.936 -5.923 -2.675  C19 1.097
39 H -0.723 -5.653 -5.658  C21 1.094
40 H -1.674 -6.786 -4.667  C21 1.093
41 H -2.504 -5.610 -5.717  C21 1.094
42 H -0.693 -0.662 -1.908  C26 1.089
43 H -1.048 -3.652 0.319  C28 1.092
44 H 0.074 -3.963 2.506  C29 1.092
45 H 1.731 -2.265 3.317  C30 1.091
46 H 2.237 -0.256 1.903  C31 1.092
47 H 1.140 -0.002 -0.322  C32 1.095

Values from the calculation:
E_LUMO = 2.23 eV
energy = -1206.08961 Eh
charge = -1
maximum force = 1.99 eV Å⁻¹

---

5.
Formula: C22H21ClN2O5
Source: the OMol25 dataset
Level of theory: ωB97M-V/def2-TZVPD

Last columns: bonded neighbours and bond lengths (Å).
CARTESIAN COORDINATES (ANGSTROEM)
1 C 4.113 0.810 0.877  C2 1.522, H49 1.085, H50 1.087, H51 1.088
2 C 3.403 0.952 2.216  C1 1.522, C3 1.529, H47 1.093, H48 1.092
3 C 2.123 1.786 2.153  C2 1.529, H4 1.091, H5 1.092, C6 1.534
4 H 2.384 2.804 1.857  C3 1.091
5 H 1.692 1.831 3.156  C3 1.092
6 C 1.018 1.305 1.205  C3 1.534, N7 1.464, C29 1.546, C43 1.529
7 N 1.359 1.485 -0.207  C6 1.464, H8 1.014, C9 1.454
8 H 1.348 2.456 -0.501  N7 1.014
9 C 0.476 0.636 -0.990  N7 1.454, C10 1.501, H22 1.102, C23 1.550
10 C 0.938 0.436 -2.405  C9 1.501, C11 1.385, C15 1.399
11 C 2.280 0.449 -2.748  C10 1.385, C12 1.384, H21 1.078
12 C 2.684 0.204 -4.049  C11 1.384, C13 1.383, H20 1.079
13 C 1.738 -0.071 -5.020  C12 1.383, C14 1.383, H19 1.080
14 C 0.394 -0.081 -4.695  C13 1.383, C15 1.389, H18 1.082
15 C -0.017 0.179 -3.394  C10 1.399, C14 1.389, O16 1.357
16 O -1.330 0.215 -3.049  C15 1.357, H17 0.964
17 H -1.871 -0.099 -3.783  O16 0.964
18 H -0.348 -0.293 -5.454  C14 1.082
19 H 2.043 -0.275 -6.035  C13 1.080
20 H 3.734 0.221 -4.301  C12 1.079
21 H 3.008 0.661 -1.981  C11 1.078
22 H -0.561 1.009 -1.014  C9 1.102
23 C 0.508 -0.674 -0.164  C9 1.550, C24 1.511, C29 1.525, H42 1.091
24 C -0.816 -1.402 -0.200  C23 1.511, O25 1.200, N26 1.388
25 O -1.270 -2.046 -1.104  C24 1.200
26 N -1.435 -1.195 1.025  C24 1.388, C27 1.386, C31 1.416
27 C -0.657 -0.504 1.941  N26 1.386, O28 1.201, C29 1.519
28 O -0.956 -0.282 3.083  C27 1.201
29 C 0.675 -0.200 1.276  C6 1.546, C23 1.525, C27 1.519, H30 1.089
30 H 1.453 -0.738 1.817  C29 1.089
31 C -2.762 -1.602 1.305  N26 1.416, C32 1.388, C36 1.389
32 C -3.172 -2.887 0.975  C31 1.388, C33 1.385, H41 1.078
33 C -4.477 -3.259 1.253  C32 1.385, C34 1.386, Cl40 1.727
34 C -5.362 -2.382 1.860  C33 1.386, C35 1.385, H39 1.079
35 C -4.932 -1.106 2.181  C34 1.385, C36 1.383, H38 1.079
36 C -3.638 -0.706 1.902  C31 1.389, C35 1.383, H37 1.078
37 H -3.298 0.290 2.136  C36 1.078
38 H -5.616 -0.416 2.649  C35 1.079
39 H -6.371 -2.696 2.073  C34 1.079
40 Cl -5.002 -4.852 0.843  C33 1.727
41 H -2.494 -3.576 0.499  C32 1.078
42 H 1.315 -1.316 -0.520  C23 1.091
43 C -0.248 2.139 1.409  C6 1.529, O44 1.207, O45 1.334
44 O -1.356 1.761 1.118  C43 1.207
45 O -0.003 3.395 1.790  C43 1.334, H46 0.971
46 H -0.832 3.900 1.827  O45 0.971
47 H 4.072 1.449 2.924  C2 1.093
48 H 3.193 -0.038 2.627  C2 1.092
49 H 3.498 0.252 0.179  C1 1.085
50 H 4.317 1.788 0.451  C1 1.087
51 H 5.057 0.286 1.007  C1 1.088

Values from the calculation:
E_LUMO = 0.49 eV
energy = -1796.93487 Eh
maximum force = 0.61 eV Å⁻¹
energy relative to the best compared isomer or geometry (same formula, charge and spin) = 0.0000 eV
SMILES = CCC[C@@]1(C(=O)O)N[C@@H](c2ccccc2O)[C@@H]2C(=O)N(c3cccc(Cl)c3)C(=O)[C@@H]21

---

Kohn-Sham gap in eV, matching the order above: 9.0, 8.4, 5.2, 4.9, 9.1